Record 1
The following is a quantum chemistry calculation of a structure of composition C38H34Br2FeGeN3O8Si in a non-equilibrium geometry, from OMol25.

- Total charge: -2
- 2S+1: 6
- LUMO level (alpha / beta): 3.79 / 3.77 eV
- HOMO level (alpha / beta): -1.53 / -1.54 eV
- Expectation value of S²: 8.77
- Energy relative to the best compared isomer or geometry (same formula, charge and spin): 13.5 kcal/mol
- HOMO-LUMO gap (alpha / beta): 5.327 / 5.311 eV

The geometry in XYZ format:
```
88
Properties=species:S:1:pos:R:3:mulliken_charge:R:1
Br 7.352 1.618 -0.765 -0.254
Br 4.642 0.126 3.925 -0.227
Ge -0.469 -1.342 -0.737 1.880
Fe 0.692 0.227 0.988 0.184
Si -1.902 5.304 -2.476 0.387
O -2.070 -3.527 4.023 -0.605
O -0.890 1.341 0.841 -0.484
O -0.126 -0.976 2.291 0.307
O 2.353 -0.315 1.915 -0.268
O 0.112 -3.250 4.084 -0.584
O -2.154 2.788 2.067 -0.756
O -3.398 2.035 6.573 -0.651
O -3.233 0.022 7.381 -0.685
N -1.079 -2.791 4.061 1.129
N 2.045 0.843 -0.471 0.335
N -3.071 0.850 6.473 1.000
C 3.386 0.263 1.421 0.298
C -2.307 1.191 4.244 -0.708
C -0.949 -0.480 3.182 0.918
C -0.078 -2.352 -3.560 -0.320
C 0.032 -6.146 1.589 -0.925
C -2.779 3.864 -3.232 -0.718
C 5.761 0.670 1.325 -0.206
C 1.741 -2.586 -2.038 0.130
C -0.545 6.110 -3.501 -1.039
C -2.146 -1.008 5.267 -0.467
C 2.115 -3.029 -4.376 -0.497
C -1.209 -2.839 0.321 -0.509
C 0.434 -2.195 -2.266 0.375
C 2.598 -3.003 -3.055 -0.945
C -1.330 -1.393 4.236 -0.266
C 0.782 -2.739 -4.589 -0.646
C 1.051 -3.580 1.032 0.501
C 0.790 1.109 -2.527 -1.423
C 1.374 -5.906 1.665 -0.523
C 5.715 1.272 0.067 -0.447
C 4.211 2.236 -1.665 -0.714
C -1.534 1.719 1.958 0.264
C 3.279 0.883 0.117 0.564
C -1.602 0.763 3.110 -0.063
C -2.274 -5.312 1.179 -0.962
C -3.163 6.692 -2.169 -1.070
C -2.523 0.336 5.276 -0.437
C -3.088 -4.214 0.871 -1.140
C -2.093 -0.522 -1.517 -2.125
C 4.649 0.331 2.056 -0.516
C 1.916 1.283 -1.776 0.974
C -0.872 -5.142 1.167 1.054
C -0.331 -3.822 0.826 -0.055
C 1.873 -4.614 1.367 -1.283
C 3.015 2.044 -2.352 -1.188
C 4.399 1.560 -0.436 0.647
C -2.590 -2.963 0.466 -0.073
C -1.086 4.717 -0.870 -0.460
H 2.065 -6.689 1.986 0.361
H 2.821 -3.295 -5.173 0.330
H 0.381 -2.772 -5.572 0.392
H -1.115 -2.192 -3.774 0.323
H -2.359 0.330 -0.922 0.378
H 0.447 5.708 -3.209 0.283
H 0.897 0.961 -3.578 0.121
H -0.223 4.079 -1.194 0.008
H -3.691 3.589 -2.681 0.269
H 3.617 -3.308 -2.847 0.407
H 1.454 -2.587 0.923 0.103
H -3.007 4.151 -4.261 0.316
H 4.986 2.831 -2.137 0.358
H 6.745 0.514 1.807 0.329
H -0.209 1.218 -2.154 0.280
H -0.602 7.225 -3.500 0.280
H -2.616 -6.286 1.529 0.315
H -0.694 5.828 -4.578 0.319
H -2.625 2.209 4.283 0.719
H -1.748 -0.096 -2.473 0.528
H -1.663 4.129 -0.156 0.076
H -4.135 -4.312 0.939 0.396
H -3.696 7.023 -3.068 0.301
H 2.149 -2.649 -1.042 0.348
H -3.885 6.315 -1.430 0.273
H -2.631 7.551 -1.750 0.296
H -2.127 2.968 -3.242 0.097
H 2.961 -4.513 1.429 0.384
H -2.951 -1.188 -1.690 0.603
H -2.544 -1.656 6.053 0.521
H -3.294 -2.148 0.254 0.360
H -0.371 -7.149 1.837 0.255
H 2.880 2.504 -3.282 0.601
H -0.648 5.558 -0.314 0.369
```

---

Record 2
The following is a quantum chemistry calculation of the molecule C9H7NOS in a non-equilibrium geometry, from OMol25.

- LUMO level (alpha / beta): -1.36 / -1.38 eV
- HOMO level (alpha / beta): -7.89 / -7.81 eV
- Energy relative to the best compared isomer or geometry (same formula, charge and spin): 62.8 kcal/mol
- HOMO-LUMO gap (alpha / beta): 6.525 / 6.431 eV

The geometry in XYZ format:
```
19
Properties=species:S:1:pos:R:3:nbo_charge:R:1
S -4.336 -0.686 0.000 1.099
O -5.170 0.527 -0.077 -0.913
N -1.043 1.633 0.011 -0.352
C -0.109 0.748 -0.009 0.169
C -2.415 1.276 0.017 -0.323
C 0.809 -1.566 -0.039 -0.199
C -0.327 -0.702 0.008 -0.034
C 1.253 1.216 -0.005 -0.188
C -1.611 -1.167 0.073 -0.162
C -2.750 -0.171 0.054 -0.299
C 2.065 -1.061 -0.051 -0.201
C 2.285 0.348 -0.009 -0.202
H 0.632 -2.631 -0.076 0.213
H -1.870 -2.211 0.138 0.219
H 3.305 0.705 0.019 0.218
H 1.393 2.285 0.009 0.230
H 2.928 -1.709 -0.090 0.218
H -2.890 1.735 -0.867 0.256
H -2.894 1.788 0.868 0.253
```

---

Record 3
The following is a quantum chemistry calculation of a cluster of 7 separate species, C8H28F3N8O8 in total in a non-equilibrium geometry, from OMol25.

- Total charge: +2
- 2S+1: 2
- LUMO level (alpha / beta): -6.38 / -11.19 eV
- HOMO level (alpha / beta): -14.03 / -14.03 eV
- Expectation value of S²: 0.76
- HOMO-LUMO gap (alpha / beta): 7.651 / 2.839 eV

The geometry in XYZ format:
```
55
Properties=species:S:1:pos:R:3:nbo_charge:R:1
F 1.121 1.055 4.574 -0.281
F -0.537 0.365 3.623 -0.298
F 0.404 1.974 2.720 -0.298
O -2.135 -0.415 -2.155 -0.773
O 0.899 -3.021 0.943 -0.742
O -0.054 2.083 -3.488 -0.723
O 0.260 0.664 -1.179 -0.783
O 1.204 -0.276 1.113 -0.420
O -4.354 -0.479 2.129 -0.629
O 1.705 -1.355 2.945 -0.550
O 2.476 -0.130 -2.228 -0.749
N 4.009 0.553 -0.896 -0.803
N -3.168 1.255 2.870 -0.808
N -0.413 3.345 -5.248 -0.809
N -4.163 0.092 -1.526 -0.803
N -2.042 2.341 -4.318 -0.818
N 4.597 0.022 -2.852 -0.763
N -2.284 -0.003 1.509 -0.823
N -3.930 -1.090 -3.204 -0.769
C 3.647 0.012 -2.016 0.765
C -0.745 2.448 -4.390 0.758
C 2.287 -1.549 4.274 -0.101
C 0.656 0.827 3.333 0.967
C 2.418 -3.075 4.301 -0.636
C 1.590 -0.076 2.416 0.241
C -3.311 0.122 2.250 0.728
C -3.323 -0.432 -2.339 0.753
H -1.545 0.597 1.849 0.372
H -2.447 1.938 -3.485 0.398
H 3.287 -1.147 4.438 0.214
H 4.997 0.763 -0.911 0.383
H 1.017 -2.095 1.167 0.562
H -4.928 -1.035 -3.057 0.400
H -3.906 0.604 -0.694 0.412
H 5.433 0.315 -2.366 0.378
H -3.406 -1.709 -3.807 0.427
H -4.937 -0.556 -1.516 0.385
H -0.676 0.489 -1.306 0.571
H 3.095 -3.492 5.046 0.257
H 4.629 -0.269 -3.818 0.440
H 3.333 0.839 -0.203 0.398
H -4.005 1.584 3.330 0.427
H -2.287 1.734 2.987 0.384
H 1.481 -3.616 4.436 0.219
H -2.603 2.795 -5.024 0.389
H 0.531 3.699 -5.198 0.407
H -1.016 3.838 -5.891 0.400
H 0.118 -3.368 1.380 0.566
H 0.795 -3.139 -0.004 0.563
H -2.224 -0.587 0.687 0.407
H 1.614 -1.264 5.084 0.217
H 2.519 0.484 2.523 0.270
H 0.856 0.334 -1.855 0.587
H 0.597 0.410 -0.317 0.523
H 2.864 -3.405 3.363 0.210
```

---

Record 4
The following is a quantum chemistry calculation of a cluster of 2 separate species, C2H7N4 in total in a non-equilibrium geometry, from OMol25.

- Total charge: +1
- LUMO level (alpha / beta): -5.21 / -5.21 eV
- HOMO level (alpha / beta): -11.61 / -11.62 eV
- Energy relative to the best compared isomer or geometry (same formula, charge and spin): 186.3 kcal/mol
- HOMO-LUMO gap (alpha / beta): 6.404 / 6.409 eV

The geometry in XYZ format:
```
13
Properties=species:S:1:pos:R:3:nbo_charge:R:1
N -0.082 -0.430 -1.206 0.157
N -0.167 -0.595 2.162 -0.615
N -1.315 -0.215 -1.090 -0.453
N 0.704 0.377 -1.816 -0.469
C 0.719 0.439 1.864 0.076
C 0.821 -0.554 1.004 -0.171
H 0.899 1.517 2.161 0.256
H 1.651 0.269 -1.477 0.423
H -1.257 -0.445 2.178 0.358
H -1.863 -0.978 -0.867 0.424
H -1.835 0.687 -1.522 0.398
H 1.318 -1.349 0.562 0.247
H 0.406 1.279 -1.952 0.371
```